C3H7NO3 | the ωB97M-V functional and the def2-TZVPD basis

The geometry in XYZ format:
```
14
C3H7NO3 the ωB97M-V functional and the def2-TZVPD basis
C 0.3271 -0.3889 -0.0869
C -0.3018 -1.2709 -1.1651
O 0.6732 -1.8551 -1.9910
N -0.4497 0.7608 0.2883
C 0.0947 1.7725 1.0162
O -0.8302 2.4309 1.8517
O 1.2753 1.9259 1.1721
H 0.6944 -0.9761 0.7658
H 1.2846 -0.0613 -0.5086
H -0.9576 -2.0278 -0.7263
H -0.9492 -0.6472 -1.7848
H 1.2116 -2.4720 -1.4834
H -1.4016 0.8741 -0.0137
H -0.6708 1.9351 2.6657
```

Its SMILES is O=C(O)NCCO. The calculation puts the largest force on an atom at 1.824 eV/A. The energy above the lowest of the compared OMol25 structures with the same formula, charge and spin is 1.650 eV. Its lowest unoccupied orbital energy is 0.6 eV.

C48H40IN6PRuSi | the ωB97M-V functional and the def2-TZVPD basis

The geometry in XYZ format:
```
98
C48H40IN6PRuSi the ωB97M-V functional and the def2-TZVPD basis
Ru -0.0358 -0.1693 0.3500
C -0.1513 4.3058 0.8373
C 1.1082 4.5360 1.5831
C 1.8568 3.5185 1.9959
C 1.5555 2.1423 1.6228
N 0.3771 1.7965 1.0858
C -0.6161 2.8387 0.8291
N 2.6192 1.3778 1.7786
C 2.8476 0.1417 1.3931
N 1.9365 -0.7221 0.8671
C 2.5731 -1.8537 0.4694
N 2.0027 -2.9121 -0.0721
C 0.7307 -3.0936 -0.3567
C 0.5193 -4.4848 -0.8827
C -0.8537 -4.9812 -0.7250
C -1.8483 -4.1155 -0.6092
C -1.6117 -2.6389 -0.5874
N -0.2617 -2.2266 -0.2173
C 3.9760 -1.7351 0.7435
C 5.0630 -2.5572 0.4655
C 6.3190 -2.0908 0.8047
C 6.4874 -0.8608 1.4444
C 5.4132 -0.0414 1.7415
C 4.1495 -0.4720 1.3598
H -0.9288 4.9029 1.3249
H 1.3764 5.5617 1.7852
H 2.7684 3.6506 2.5546
H -1.4141 2.7163 1.5729
H 1.2696 -5.1474 -0.4574
H -1.0159 -6.0469 -0.7129
H -2.8634 -4.4406 -0.4463
H -2.2945 -2.2282 0.1703
H 4.9258 -3.5136 -0.0158
H 7.1868 -2.6886 0.5685
H 7.4849 -0.5354 1.6952
H 5.5430 0.9044 2.2434
C 2.6071 1.3371 -1.7973
P 0.8055 0.9735 -1.7775
C 0.0607 2.5891 -1.4449
C -1.1963 2.5606 -0.5961
C -2.0907 3.6769 -1.0277
C -1.5016 4.8614 -1.0900
C -0.0686 4.8330 -0.6470
C 0.6592 3.7832 -1.4344
C 0.5995 0.5509 -3.5433
C 1.0190 -0.7242 -3.9062
C 0.9852 -1.1236 -5.2287
C 0.5294 -0.2450 -6.1986
C 0.0979 1.0228 -5.8395
C 0.1274 1.4266 -4.5151
H 2.8561 1.9248 -2.6817
H 3.1352 0.3835 -1.8407
H 2.8991 1.8723 -0.8940
H -1.6926 1.5828 -0.5927
H -3.1171 3.4791 -1.2772
H -1.9743 5.7842 -1.3729
H 0.4178 5.8056 -0.6811
H 1.5936 4.0135 -1.9180
H 1.3702 -1.3995 -3.1354
H 1.3107 -2.1184 -5.4966
H 0.4995 -0.5504 -7.2329
H -0.2511 1.6998 -6.6043
H -0.2070 2.4167 -4.2418
C -1.7555 -4.3696 3.8587
C -0.6008 -3.6293 3.6659
C -0.6633 -2.4059 3.0230
C -1.8819 -1.9023 2.5777
C -3.0331 -2.6580 2.7715
C -2.9726 -3.8820 3.4113
Si -2.0228 -0.1824 1.7475
C -2.2022 1.1142 3.1296
C -1.2780 1.2095 4.1673
C -1.4735 2.1047 5.2025
C -2.5924 2.9209 5.2138
C -3.5139 2.8465 4.1816
C -3.3167 1.9511 3.1472
H -1.7083 -5.3255 4.3563
H 0.3471 -4.0035 4.0231
H 0.2464 -1.8308 2.8716
H -3.9849 -2.2786 2.4287
H -3.8759 -4.4524 3.5665
H -3.3727 -0.1296 1.0789
H -0.4043 0.5722 4.1683
H -0.7563 2.1622 6.0053
H -2.7503 3.6129 6.0250
H -4.3899 3.4766 4.1891
H -4.0439 1.8888 2.3500
I 1.0580 -4.4482 -3.0181
C -1.9756 -1.9124 -1.8727
C -2.4491 -2.5573 -3.0054
C -2.8162 -1.7927 -4.1004
C -2.6890 -0.4169 -4.0294
C -2.1890 0.1367 -2.8636
N -1.8373 -0.5893 -1.8115
H -2.5390 -3.6308 -3.0284
H -3.1988 -2.2708 -4.9882
H -2.9621 0.2121 -4.8588
H -2.0701 1.2062 -2.7719
```

Its net charge is +1. The calculation puts the largest force on an atom at 3.554 eV/A. The energy above the lowest of the compared OMol25 structures with the same formula, charge and spin is 0.864 eV. The spin multiplicity is 2. The expectation value of S² is 0.759. Its lowest unoccupied orbital energy (alpha / beta) is -4.0 / -4.0 eV.

C37H36F3Li3N6O9 | the ωB97M-V functional and the def2-TZVPD basis

The geometry in XYZ format:
```
94
C37H36F3Li3N6O9 the ωB97M-V functional and the def2-TZVPD basis
Li -10.0103 -22.4118 4.1642
Li -13.8254 -25.3870 2.8311
Li -9.8351 -25.2615 4.0263
C -12.1681 -24.3508 4.2445
O -13.3388 -24.1635 4.4544
O -11.8078 -25.2305 3.4301
O -11.2497 -23.8128 4.8948
C -8.1039 -24.3256 2.1621
O -8.7653 -25.6559 2.3389
O -8.5415 -23.6534 3.3348
C -6.6128 -24.3611 1.6390
F -5.8708 -23.1822 1.7468
F -5.9962 -25.3221 2.2788
F -6.4828 -24.6828 0.3224
C -8.8410 -26.5321 1.2640
C -9.7868 -27.7187 1.5576
H -9.7014 -28.4715 0.7740
H -9.5013 -28.2696 2.4537
H -10.8008 -27.3738 1.7601
H -7.8879 -26.8822 0.8678
H -9.3013 -25.9757 0.4475
H -8.6454 -23.9235 1.3058
C -12.6748 -20.0060 6.9130
C -13.2246 -21.2983 6.8065
C -13.7460 -21.9274 7.9271
C -13.8007 -21.2330 9.1536
C -13.2310 -19.9067 9.2470
C -12.7104 -19.3081 8.1180
N -14.2531 -21.8536 10.4275
O -14.0662 -21.2124 11.4521
O -14.7634 -22.9474 10.4183
H -12.3324 -19.4870 6.0299
H -13.0972 -21.9074 5.9238
H -13.9954 -22.9650 7.7608
H -13.3531 -19.3547 10.1672
H -12.2526 -18.3305 8.1521
C -9.7423 -24.5362 8.1602
C -11.1377 -24.5255 8.2952
C -11.5742 -24.3365 9.5321
C -10.7351 -24.0703 10.6439
C -9.3691 -24.1530 10.5287
C -8.8443 -24.4539 9.2771
N -11.3520 -23.8367 11.9952
O -10.6957 -23.8820 13.0338
O -12.5534 -23.5321 12.0874
H -9.3789 -24.6256 7.1471
H -11.8084 -24.7459 7.4779
H -12.6342 -24.2024 9.6896
H -8.7384 -23.7980 11.3303
H -7.7719 -24.3930 9.1645
N -13.5541 -25.7594 0.8498
C -12.3223 -25.5125 0.3328
C -12.0520 -25.8481 -1.0253
C -13.0642 -26.2834 -1.8431
C -14.2786 -26.6814 -1.3112
C -14.4465 -26.3770 0.0240
H -11.5191 -25.1823 0.9749
H -11.0322 -25.6975 -1.3476
H -12.7665 -26.4596 -2.8662
H -15.0601 -27.2106 -1.8364
H -15.4016 -26.6510 0.4471
N -18.7434 -22.5700 7.2902
C -18.2873 -23.8236 7.2697
C -17.1276 -24.3023 6.6105
C -16.3581 -23.3304 6.0378
C -16.6350 -21.9304 6.2111
C -17.8651 -21.6227 6.7596
H -19.0210 -24.5713 7.5321
H -17.1854 -25.3656 6.4300
H -15.4799 -23.5789 5.4603
H -15.9198 -21.1936 5.8764
H -18.1308 -20.5830 6.8808
N -9.0292 -21.4489 5.7474
C -7.7670 -20.9533 5.8603
C -7.2814 -20.4157 7.0871
C -8.0741 -20.3678 8.2274
C -9.2893 -21.1073 8.1945
C -9.7356 -21.5655 6.9192
H -7.0731 -20.9842 5.0333
H -6.2568 -20.0774 7.1329
H -7.7529 -19.9346 9.1632
H -9.8788 -21.3271 9.0723
H -10.6782 -22.0909 6.8768
N -10.7579 -20.7622 3.2469
C -12.0578 -20.9154 2.9723
C -12.8948 -19.8793 2.4629
C -12.2315 -18.6922 2.1469
C -10.8851 -18.5138 2.4988
C -10.1764 -19.5511 3.0702
H -12.5079 -21.8905 3.0867
H -13.9343 -20.0204 2.2060
H -12.7407 -17.9254 1.5821
H -10.4436 -17.5418 2.3349
H -9.1644 -19.5194 3.4461
```

The calculation puts the largest force on an atom at 6.052 eV/A. Its lowest unoccupied orbital energy is -0.2 eV.

Table of molecular weight (g/mol), in record order: 105.09, 987.92, 786.55